No. 1
Density functional theory data (the ωB97M-V functional and the def2-TZVPD basis) for a structure of composition C38H35N3O2SeTc.

Cartesian coordinates (Å):
Tc 0.027773 0.517540 -0.580990
O 1.592923 1.063008 0.139892
C 2.240142 1.084565 1.455232
C 1.089182 0.951002 2.457423
C 0.377458 -0.369491 2.332965
C 0.500344 -1.333111 3.311510
C -0.208741 -2.516697 3.198218
C -1.073231 -2.684452 2.130841
C -1.171565 -1.698152 1.171977
C -2.150863 -1.818264 0.037447
C -1.462035 -2.047234 -1.313223
O -0.700474 -0.819338 -1.558743
C -2.442432 -2.123998 -2.473028
C -3.573129 -1.306009 -2.497427
C -4.439539 -1.329673 -3.580092
C -4.178552 -2.162344 -4.660191
C -3.045793 -2.961918 -4.653987
C -2.179602 -2.940106 -3.568896
C -0.526319 -3.236651 -1.215683
C -1.084688 -4.491074 -0.969713
C -0.272905 -5.599895 -0.799868
C 1.109779 -5.473182 -0.879886
C 1.668082 -4.234078 -1.138111
C 0.851948 -3.118225 -1.301585
N -0.416183 -0.572639 1.249673
C 2.930150 2.439189 1.498227
C 4.294005 2.547540 1.242114
C 4.906827 3.792892 1.203283
C 4.162050 4.944662 1.409363
C 2.797529 4.848402 1.646424
C 2.185170 3.604378 1.683870
C 3.186774 -0.091412 1.604903
C 3.344543 -1.062471 0.629388
C 4.183002 -2.152125 0.850081
C 4.861502 -2.278640 2.049286
C 4.710977 -1.303600 3.029315
C 3.881848 -0.217681 2.807604
H 0.365685 1.752261 2.297861
H 1.482933 1.058401 3.466249
H 1.148194 -1.147564 4.156611
H -0.106715 -3.290479 3.947999
H -1.678570 -3.574883 2.035656
H -2.740374 -0.901086 -0.004978
H -2.834529 -2.642327 0.232080
H -3.802806 -0.645870 -1.670810
H -5.325496 -0.708053 -3.574097
H -4.859153 -2.190723 -5.500938
H -2.835442 -3.612159 -5.492846
H -1.300440 -3.569736 -3.579253
H -2.162321 -4.608414 -0.930820
H -0.719043 -6.568393 -0.615726
H 1.743004 -6.341174 -0.754328
H 2.741326 -4.133672 -1.227901
H 1.308330 -2.165282 -1.533026
H 4.889355 1.658964 1.080992
H 5.970849 3.859807 1.018187
H 4.642998 5.913852 1.390162
H 2.210236 5.742268 1.812312
H 1.118963 3.562669 1.868010
H 2.842284 -0.971140 -0.324151
H 4.313306 -2.896295 0.076137
H 5.514536 -3.124055 2.219805
H 5.249977 -1.385587 3.964173
H 3.792868 0.548693 3.570351
C -1.881083 2.358516 -4.749624
N -0.484494 2.713710 -4.455844
C 0.470722 3.037876 -5.395663
C 1.620096 3.288573 -4.728903
N 1.353406 3.118284 -3.386881
C 2.316455 3.300036 -2.290456
C 0.070562 2.769846 -3.242313
Se -0.841440 2.553330 -1.614815
H -2.037352 2.488664 -5.815547
H -2.550821 3.015487 -4.202145
H -2.061738 1.322091 -4.472605
H 0.250585 3.060096 -6.448375
H 2.594639 3.569195 -5.087860
H 3.156721 3.872582 -2.670823
H 2.664106 2.332208 -1.935284
H 1.842267 3.842512 -1.476311

Cartesian forces, eV/Å:
-0.4 0.0 0.3
0.4 -0.3 -0.1
-0.2 0.0 -0.2
-0.1 -0.1 0.0
-0.1 0.1 -0.1
0.0 0.0 0.1
0.0 0.0 0.0
0.0 -0.1 0.1
0.0 0.1 -0.1
0.1 0.0 0.1
0.0 0.2 0.0
0.3 -0.3 -0.1
0.0 0.1 -0.1
0.0 0.0 0.0
0.0 0.0 0.0
0.0 0.0 0.0
0.0 0.0 0.0
0.0 0.0 0.0
0.1 0.0 0.1
0.0 0.0 0.0
0.0 0.0 0.0
0.0 0.0 0.0
-0.1 0.0 0.0
0.0 0.0 -0.1
0.2 -0.3 0.1
0.0 0.1 -0.1
0.0 0.0 0.0
0.0 0.0 0.0
0.0 0.0 0.0
0.0 0.0 0.0
0.0 0.0 0.0
0.0 0.0 0.0
0.1 0.0 0.0
0.0 0.1 0.0
0.0 0.0 0.0
0.0 0.0 0.0
0.0 0.0 0.0
0.0 0.0 0.0
0.0 0.0 0.0
0.0 0.0 0.0
0.0 0.0 0.0
0.0 0.0 0.0
0.0 0.0 0.0
0.0 0.0 0.0
0.0 0.0 0.0
0.0 0.0 0.0
0.0 0.0 0.0
0.0 0.0 0.0
0.0 0.0 0.0
0.0 0.0 0.0
0.0 0.0 0.0
0.0 0.0 0.0
0.0 0.0 0.0
0.0 0.0 0.0
0.0 0.0 0.0
0.0 0.0 0.0
0.0 0.0 0.0
0.0 0.0 0.0
0.0 0.0 0.0
0.0 0.0 0.0
0.0 0.0 0.0
0.0 0.0 0.0
0.0 0.0 0.0
0.0 0.0 0.0
0.2 0.0 0.0
-0.1 0.0 -0.2
-0.1 -0.1 0.0
0.0 0.0 0.2
0.2 0.1 0.0
-0.1 0.0 -0.2
0.2 -0.1 0.0
-0.4 0.4 0.0
0.0 0.0 0.0
0.0 0.0 0.0
0.0 0.0 0.0
0.0 0.0 0.0
0.0 0.0 0.0
0.0 0.0 0.0
0.0 0.0 0.0
0.0 0.0 0.0

Results
- <S²> = 3.7695
- multiplicity = 4
- net charge = +2


No. 2
Density functional theory data (the ωB97M-V functional and the def2-TZVPD basis) for a structure of composition C38H36Br2N3O2P2Tl.

Cartesian coordinates (Å):
Tl -1.106735 -1.475512 1.093487
C -0.458480 -3.700627 3.871393
C -0.014415 -2.371719 4.413116
C -0.166465 -2.127750 5.814068
C 0.198037 -0.890913 6.272205
C 0.696577 0.071874 5.351283
C 1.109934 1.404386 5.709188
Br 1.418581 1.863060 7.494378
C 1.402215 2.370868 4.774213
C 1.452339 2.024605 3.414446
Br 1.720116 3.446009 2.186113
C 1.283894 0.723204 3.037995
O 1.445750 0.288162 1.720663
C 0.824610 -0.277449 3.965818
N 0.519955 -1.525895 3.531075
H -0.190865 -4.534437 4.525593
H -0.006670 -3.871904 2.874548
H -1.546241 -3.717075 3.738028
H -0.428474 -2.973829 6.480824
H 0.071309 -0.610360 7.309081
H 1.580275 3.395991 5.072421
N 0.410840 1.581292 -0.393831
P -1.149059 1.994687 0.429489
C -1.418173 3.589961 -0.368486
C -1.551104 3.806990 -1.768104
C -1.971137 5.020449 -2.300383
C -2.278420 6.084348 -1.422134
C -2.071812 5.932378 -0.071168
C -1.636738 4.719274 0.456473
C -2.398446 1.073940 -0.511678
C -2.320273 0.630791 -1.864284
C -3.431165 0.051333 -2.501001
C -4.599618 -0.178733 -1.807414
C -4.709556 0.225185 -0.491878
C -3.639537 0.871665 0.145274
P 1.721873 0.780805 0.244875
C 3.234997 1.661763 0.041534
C 3.399245 2.688250 -0.891682
C 4.641748 3.254845 -1.155078
C 5.751410 2.724836 -0.511738
C 5.613767 1.721609 0.439247
C 4.370109 1.229001 0.744614
C 1.979998 -0.793313 -0.521481
C 2.157227 -1.975837 0.180114
C 2.494337 -3.149445 -0.483758
C 2.708592 -3.149990 -1.845991
C 2.565914 -1.954598 -2.554175
C 2.147980 -0.797927 -1.910920
H 0.593547 2.244954 -1.168139
H -1.351472 2.959559 -2.434088
H -2.078447 5.099384 -3.389124
H -2.639291 7.037986 -1.795352
H -2.216069 6.793519 0.586517
H -1.446486 4.608928 1.522625
H -1.408868 0.747590 -2.450329
H -3.290347 -0.294591 -3.528008
H -5.431074 -0.671996 -2.352343
H -5.637068 0.067915 0.062642
H -3.761287 1.267302 1.153515
H 2.531550 3.097450 -1.453444
H 4.736092 4.089876 -1.839681
H 6.707771 3.108003 -0.808277
H 6.478644 1.376631 0.968795
H 4.235409 0.493713 1.551433
H 2.119438 -1.946710 1.271037
H 2.612081 -4.079235 0.114787
H 3.083760 -4.027090 -2.372199
H 2.793791 -1.938760 -3.623562
H 2.036346 0.103292 -2.489901
C -0.782740 -2.438584 -4.231579
N -1.726713 -3.338624 -3.582220
C -2.580161 -4.170799 -4.434918
C -1.725719 -3.440582 -2.223856
C -2.487962 -4.641133 -1.692688
O -1.144834 -2.614557 -1.491329
H 0.200098 -2.934409 -4.281270
H -0.690200 -1.522806 -3.636370
H -1.074402 -2.178320 -5.262582
H -2.768071 -3.645832 -5.392191
H -3.557555 -4.364057 -3.977849
H -2.078592 -5.170920 -4.616384
H -2.100671 -5.589148 -2.083814
H -3.569115 -4.581148 -1.969401
H -2.409632 -4.661050 -0.606825

Cartesian forces, eV/Å:
-0.1 -0.3 -0.4
0.2 -0.1 -0.7
0.4 -0.4 -0.1
0.6 -0.1 -0.4
-0.1 0.0 -0.3
0.4 0.8 -0.7
0.1 -0.1 -0.3
-0.3 0.0 0.4
-0.3 -0.6 0.3
-0.1 0.2 0.0
-0.1 -0.2 0.4
-0.3 0.0 -0.2
-0.3 0.0 0.0
0.3 0.4 0.8
-0.9 -0.1 0.5
-0.1 0.2 -0.1
-0.1 0.0 0.5
0.0 0.0 0.2
-0.2 0.9 -0.5
0.2 0.0 0.0
0.1 -0.1 0.0
0.2 0.1 -0.1
0.7 0.0 -0.4
-0.3 2.1 -0.3
0.1 -0.7 0.4
0.0 0.0 0.4
0.3 -0.4 -0.9
0.2 0.2 0.6
0.2 -1.0 -0.1
-1.1 -1.0 -1.2
-0.4 0.1 0.5
1.6 0.0 0.1
-0.8 -0.5 -0.7
0.0 0.4 0.8
0.5 0.0 -0.3
-0.7 0.3 -0.1
0.9 0.6 -0.3
-1.1 0.5 -0.7
-0.3 -0.5 0.4
-0.3 0.2 -0.4
0.1 0.5 -0.1
-0.9 -0.8 0.5
-0.2 -0.2 -0.8
0.2 0.0 0.7
-0.1 -1.0 0.9
0.4 0.4 -0.4
-0.2 0.0 -0.3
0.3 -0.4 -0.1
0.1 -0.7 0.6
-0.2 0.4 0.1
0.0 0.2 0.6
0.1 -0.2 -0.1
0.0 -0.4 -0.1
-0.2 0.1 -0.1
-0.1 0.0 0.3
-0.3 0.2 0.3
0.5 0.4 0.7
0.3 0.1 -0.2
-0.1 -0.2 -0.1
0.6 -0.3 0.5
0.0 -0.2 0.0
0.5 0.1 0.2
0.3 -0.2 0.2
0.3 0.2 -0.4
-0.1 -0.2 -0.3
0.0 0.8 -0.6
-0.3 0.1 0.2
-0.2 0.1 0.4
0.0 0.3 -0.1
0.4 0.2 0.0
-0.3 0.4 0.4
0.5 -1.0 -0.3
-0.2 0.0 -0.6
-0.7 0.3 0.3
-0.1 -0.6 -0.2
-0.2 0.3 0.0
0.1 -0.2 -0.2
-0.2 -0.2 0.5
0.3 -0.4 0.6
0.3 0.1 -0.1
-0.7 1.1 -0.1
0.0 0.3 -0.1
0.8 -0.1 0.3
0.0 0.0 -0.1

Results
- multiplicity = 1
- net charge = +2


No. 3
Density functional theory data (the ωB97M-V functional and the def2-TZVPD basis) for a structure of composition C38H36BrCdN7O3P.

Cartesian coordinates (Å):
Cd 12.174178 14.406451 11.061316
O 12.736655 13.031237 12.933779
C 13.594729 13.349541 13.803761
C 13.392347 13.136374 15.200445
C 14.334954 13.394645 16.151335
C 15.620814 13.845936 15.800896
C 15.844703 14.079960 14.471102
C 14.883517 13.869069 13.450507
C 15.262601 14.163284 12.079639
N 14.569162 14.104201 11.002480
C 15.265309 14.328812 9.743094
C 14.564595 13.569962 8.619028
N 13.191095 14.021567 8.590365
C 12.711249 14.643220 7.575352
C 11.473989 15.398536 7.598350
C 10.737991 15.456776 6.397998
C 9.601443 16.223462 6.286813
C 9.194656 16.980818 7.382000
C 9.915435 16.984677 8.547032
C 11.084380 16.192690 8.728525
O 11.779785 16.238243 9.786604
H 12.412216 12.772647 15.523291
H 14.088571 13.183552 17.198288
H 16.372734 13.957807 16.572410
H 16.872984 14.340922 14.182022
H 16.337930 14.373918 11.977811
H 15.299970 15.390399 9.569924
H 16.320105 14.009239 9.777971
H 15.078988 13.709872 7.642609
H 14.562949 12.510870 8.913305
H 13.273666 14.623053 6.639503
H 11.112212 14.915976 5.536618
H 8.946839 16.190612 5.418889
H 8.316542 17.586743 7.368435
H 9.588825 17.602792 9.365076
Br 9.784379 21.234845 13.268582
C 10.555130 19.523176 13.174563
C 11.926431 19.415159 13.502271
C 12.561697 18.243170 13.355427
C 11.899959 17.075603 12.797164
O 12.573746 16.014979 12.628516
C 10.495283 17.191254 12.535585
C 9.648734 16.097485 12.147594
N 9.993598 14.918091 11.781953
C 8.999911 13.914916 11.690633
C 7.704805 14.023957 12.125176
C 6.780447 12.947784 12.019130
C 7.176014 11.766373 11.484766
C 8.510454 11.571255 11.006944
C 9.002855 10.343054 10.508444
C 10.294275 10.267667 10.066183
C 11.093326 11.403830 10.160897
N 10.689860 12.544239 10.702819
C 9.413990 12.659540 11.126982
C 9.845191 18.433498 12.745119
H 12.447766 20.312168 13.853241
H 13.615888 18.197194 13.574208
H 8.611790 16.356263 12.216672
H 7.407938 14.914600 12.698979
H 5.763988 13.080620 12.387991
H 6.501822 10.923934 11.426902
H 8.329145 9.486128 10.429776
H 10.735270 9.364327 9.615756
H 12.122594 11.419696 9.843936
H 8.794787 18.555821 12.514389
C 17.125728 8.531843 11.284010
N 17.063196 9.728850 12.120469
C 16.314190 9.415426 13.336169
N 14.975447 8.890543 13.073661
C 15.113511 7.720465 12.227578
N 15.813040 7.952174 10.961620
C 15.043216 8.839695 10.097898
P 14.656327 10.531942 10.840748
C 16.408516 10.870689 11.449650
C 14.078348 9.901482 12.511921
H 17.654086 7.754878 11.866137
H 17.681315 8.780475 10.381423
H 16.234291 10.303528 13.966773
H 16.869584 8.679104 13.948012
H 14.124024 7.294539 12.021091
H 15.671545 7.008889 12.830719
H 14.111421 8.320753 9.845883
H 15.588635 9.021275 9.192797
H 16.413537 11.705702 12.179313
H 17.042546 11.173463 10.598130
H 13.070250 9.455905 12.408301
H 13.917004 10.709166 13.251126

Cartesian forces, eV/Å:
0.7 -0.1 0.1
-0.7 -0.2 -0.3
0.6 0.1 -0.2
-0.9 -0.2 0.4
0.1 -0.3 0.4
-0.5 -0.1 0.3
0.9 -0.2 -0.7
0.1 0.3 0.2
0.3 -0.5 0.1
0.0 -0.1 0.4
0.4 -0.3 0.2
-0.4 0.0 -0.2
-0.5 0.7 -0.1
0.5 -0.7 1.1
-0.5 0.0 -0.9
0.3 0.2 0.4
-0.7 -0.2 -0.4
0.6 -0.2 0.5
0.0 -0.1 0.1
0.2 -0.3 -0.6
0.1 0.1 0.6
0.2 0.1 -0.3
0.1 0.1 -0.3
0.1 0.1 -0.2
-0.4 0.2 -0.1
0.1 0.1 0.0
-0.3 0.6 -0.4
-0.1 -0.1 0.2
-0.1 -0.1 0.4
0.1 0.2 -0.3
0.1 0.1 -0.3
-0.1 -0.2 0.0
0.4 0.0 -0.1
-0.6 0.3 -0.3
0.1 0.1 0.3
-0.4 0.5 0.1
0.1 -0.5 -0.1
-0.5 1.0 0.1
0.1 -0.7 -0.4
0.8 -0.5 0.3
-0.3 0.6 0.1
-0.4 -0.1 0.0
0.9 0.8 0.2
-0.5 -1.1 0.4
0.3 0.4 -0.2
-0.4 0.2 0.8
0.3 0.5 0.0
0.2 -0.7 -0.4
-0.2 0.5 0.7
-0.4 0.0 -0.2
0.1 -0.7 -0.4
0.1 1.2 0.7
0.2 -0.6 -0.6
0.1 -0.3 -0.4
0.5 0.5 0.0
-0.1 -0.4 -0.1
0.1 -0.4 0.0
-0.8 0.1 -0.1
0.0 -0.5 -0.5
0.2 -0.1 -0.1
-0.2 0.0 0.0
0.2 0.2 0.1
-0.4 0.4 0.3
0.2 -0.2 -0.2
-0.1 -0.1 0.0
-0.3 -0.2 0.6
-0.2 0.1 0.2
0.0 -0.1 0.5
0.1 0.1 0.2
-0.3 0.0 0.0
0.5 0.0 0.1
-0.5 0.2 0.9
0.1 0.0 0.6
0.4 0.1 -0.2
-0.6 -0.1 0.1
0.1 0.3 -0.3
0.0 -0.2 -0.2
-0.1 0.1 -0.2
-0.1 0.1 -0.5
0.1 0.1 0.0
0.2 -0.4 -0.2
0.0 0.2 -0.1
0.3 0.0 -0.7
-0.2 -0.3 -0.5
-0.2 0.0 0.2
0.4 0.1 -0.1
0.3 -0.1 -0.6

Results
- multiplicity = 1
- net charge = -1


Relative energy (zero: lowest compared OMol25 entry of this formula, charge and spin) (computed, kcal/mol): 18.0; 0.0; 0.0